Here is a structure of composition C16H45B3NO18PS5 from the Open Molecules 2025 dataset. Energies are from ωB97M-V with the def2-TZVPD basis set.

The value obtained for the frontier orbital gap is 9.17 eV. The total energy comes out at -4452.7448 hartree. As for the spin multiplicity: 1.

CARTESIAN COORDINATES (ANGSTROEM)
C  3.558  1.687  0.833
N  4.424  1.402  -0.303
C  4.447  2.567  -1.208
B  3.111  2.661  -2.023
O  2.421  3.882  -2.040
B  1.179  3.633  -1.491
C  0.747  4.273  -0.117
S  -0.374  5.646  -0.164
O  0.237  6.737  0.538
O  -1.659  5.199  0.288
O  0.390  2.690  -2.132
B  1.133  1.504  -2.271
P  0.279  -0.205  -1.881
C  -0.043  -0.031  -0.079
O  -1.246  0.048  -2.508
O  2.460  1.591  -2.630
H  2.510  1.707  0.512
H  3.778  2.631  1.347
H  3.638  0.893  1.574
H  5.369  1.294  0.044
H  5.334  2.542  -1.842
H  4.497  3.489  -0.610
H  1.643  4.652  0.376
H  0.305  3.525  0.545
H  -0.464  5.961  -1.478
H  -0.464  0.948  0.165
H  -0.767  -0.800  0.181
H  0.886  -0.176  0.468
H  -1.701  0.742  -2.020
O  -0.149  2.131  3.145
S  0.668  2.951  3.993
O  2.085  2.975  3.792
O  0.348  2.605  5.503
C  0.443  1.216  5.913
C  1.868  0.723  6.041
C  0.055  4.599  3.993
H  -0.135  0.603  5.220
H  -0.061  1.186  6.876
H  2.372  0.700  5.077
H  1.879  -0.285  6.451
H  2.444  1.374  6.698
H  -1.017  4.576  4.165
H  0.273  5.024  3.015
H  0.571  5.158  4.769
O  -3.165  -2.775  -5.335
S  -1.851  -2.848  -5.903
O  -1.677  -2.601  -7.301
O  -1.224  -4.262  -5.533
C  -1.993  -5.440  -5.866
C  -1.984  -5.758  -7.347
C  -0.734  -1.854  -4.985
H  -3.009  -5.322  -5.486
H  -1.520  -6.240  -5.301
H  -2.498  -4.991  -7.923
H  -2.488  -6.710  -7.518
H  -0.962  -5.824  -7.717
H  -0.857  -2.067  -3.929
H  -0.986  -0.818  -5.196
H  0.276  -2.076  -5.319
O  4.060  -1.318  7.218
S  4.916  -1.837  8.242
O  6.309  -1.518  8.228
O  4.727  -3.411  8.310
C  4.904  -4.161  7.085
C  6.355  -4.295  6.674
C  4.254  -1.464  9.828
H  4.303  -3.705  6.297
H  4.477  -5.138  7.302
H  6.786  -3.332  6.406
H  6.430  -4.957  5.811
H  6.947  -4.708  7.491
H  3.201  -1.729  9.842
H  4.385  -0.394  9.975
H  4.812  -2.020  10.576
O  -9.215  0.256  -5.023
S  -8.334  0.080  -6.137
O  -8.375  -1.135  -6.887
O  -6.850  0.374  -5.665
C  -6.347  -0.362  -4.520
C  -6.008  -1.802  -4.837
C  -8.483  1.441  -7.241
H  -7.067  -0.280  -3.704
H  -5.451  0.180  -4.224
H  -6.904  -2.372  -5.086
H  -5.533  -2.266  -3.975
H  -5.331  -1.858  -5.682
H  -8.431  2.364  -6.671
H  -9.452  1.343  -7.726
H  -7.685  1.381  -7.975